[1]
ORCA calculation (ωB97M-V/def2-TZVPD) on a structure of composition C23H44LaNP3Se in a non-equilibrium geometry.

Structure (XYZ):
```
73
Properties=species:S:1:pos:R:3:forces:R:3:mulliken_charge:R:1
La 0.0929 -0.2221 0.6408 0.1 0.9 0.4 0.65
P -1.1225 -2.6438 1.2354 0.2 0.2 -0.1 0.64
P 2.0678 -0.8052 2.4701 0.6 0.0 0.3 0.70
P 1.6954 -2.0718 -1.0384 0.3 0.4 0.5 0.46
H -3.0123 4.3510 -7.0766 0.0 -0.4 -0.3 0.27
C -2.9672 3.4054 -7.6339 -0.5 -0.4 0.0 -0.56
C -4.0589 2.6402 -7.8022 0.5 0.3 0.1 -0.44
H -5.0327 2.9278 -7.3839 0.5 -0.1 -0.2 0.24
C -2.6206 -2.2169 2.2210 0.9 -0.4 -0.6 -1.41
C -0.2842 -3.9301 2.1955 -0.6 0.3 -0.5 -1.22
C -1.7962 -3.3415 -0.2993 0.0 -0.3 0.7 -1.21
C 3.3241 0.5103 2.3172 -0.4 -0.4 -0.1 -1.13
C 1.2601 -0.5785 4.0873 0.1 -0.1 -0.5 -1.10
C 2.9638 -2.3610 2.5752 -0.3 0.4 -0.1 -1.17
C 0.9015 -1.9846 -2.6935 0.1 0.0 0.7 -1.11
C 1.9343 -3.8363 -0.6702 0.0 0.7 -0.3 -1.37
C 3.3973 -1.4399 -1.3109 -0.7 -0.5 0.1 -1.11
H -2.0030 3.1329 -8.0848 -0.5 0.1 0.2 0.26
H -4.0257 1.7122 -8.3887 0.0 0.5 0.3 0.24
H -3.1657 -1.4053 1.7143 -0.1 -0.5 0.2 0.42
H -2.2951 -1.9209 3.2288 -0.4 -0.3 -0.2 0.39
H -3.1414 -3.1744 2.1857 -0.7 0.3 0.5 0.61
H -0.0095 -3.5037 3.1706 -0.2 -0.4 -0.2 0.38
H 0.5960 -4.2786 1.6423 -0.4 -0.2 0.3 0.23
H -1.0792 -4.6707 2.2576 0.5 -0.7 0.6 0.58
H -2.4185 -2.5781 -0.7821 0.0 -0.4 0.1 0.38
H -2.3842 -4.1742 0.0875 -0.3 -0.3 -0.8 0.53
H -0.9903 -3.6602 -0.9716 -0.4 -0.1 0.2 0.21
H 3.9051 0.3943 3.2329 0.4 0.4 -0.1 0.56
H 2.8562 1.5014 2.2512 0.3 -0.3 0.2 0.30
H 3.9190 0.3299 1.4119 0.0 0.1 0.4 0.31
H 2.0688 -0.8074 4.7811 -0.3 0.1 0.5 0.54
H 0.4212 -1.2821 4.1828 0.3 0.2 0.2 0.29
H 0.8958 0.4489 4.1950 0.2 -0.3 0.1 0.34
H 3.5929 -2.1757 3.4419 0.4 -0.7 0.1 0.59
H 3.5394 -2.5139 1.6566 0.1 -0.1 0.4 0.32
H 2.2473 -3.1722 2.7375 0.4 0.1 0.1 0.28
H 1.4294 -2.7439 -3.2743 -0.3 0.1 -0.4 0.51
H 1.0323 -0.9749 -3.1038 0.0 -0.4 0.0 0.34
H -0.1692 -2.2108 -2.6061 0.3 0.0 -0.2 0.29
H 2.5934 -4.1408 -1.4810 0.0 -0.8 0.2 0.62
H 0.9696 -4.3520 -0.6897 0.4 -0.1 0.0 0.41
H 2.4121 -3.9162 0.3126 0.0 -0.3 -0.4 0.23
H 3.8705 -2.2696 -1.8394 0.6 0.4 -0.1 0.54
H 3.8772 -1.2316 -0.3439 0.0 -0.2 -0.4 0.23
H 3.3307 -0.5223 -1.9060 0.3 -0.3 0.0 0.41
C 0.6686 1.8403 -2.2894 1.0 0.0 0.9 1.17
C -0.6339 1.4217 -2.6101 -0.4 0.2 -0.5 -0.10
C -1.1848 1.8452 -3.8157 -0.3 -0.5 0.7 -0.96
C -0.4573 2.6723 -4.6775 0.6 0.3 0.0 -0.25
C 0.8422 3.0759 -4.3321 0.1 0.1 -0.2 -0.79
C 1.4119 2.6636 -3.1454 -0.1 0.5 -0.9 -0.73
Se 1.7442 1.5165 -0.7807 0.7 0.9 -1.3 -0.05
H -1.0109 -0.6175 -0.7642 -2.1 -0.9 -2.3 -0.11
H -1.2121 0.7819 -1.9415 0.1 0.2 -0.2 0.33
H -2.1951 1.5308 -4.0838 0.3 0.1 0.0 0.46
H -0.8954 3.0071 -5.6153 0.0 -0.1 0.2 0.33
H 1.4248 3.7179 -4.9809 -0.2 0.0 -0.1 0.43
H 2.4197 2.9547 -2.8387 -0.4 0.1 -0.4 0.44
C -1.9194 4.2451 4.9196 -0.3 -0.1 0.1 -1.40
C -1.5385 3.1728 3.9539 -0.4 0.0 0.3 1.00
C -0.3703 3.3005 3.2049 0.6 -0.3 -0.4 -1.02
C 0.0044 2.2901 2.3456 -2.2 -0.7 0.7 -0.12
N -0.8025 1.1840 2.2085 -0.5 1.3 1.8 0.08
C -1.9544 1.0314 2.9336 2.0 1.8 -0.5 -0.46
C -2.3316 2.0195 3.7952 0.0 0.4 0.3 -0.95
H -1.1300 4.3745 5.6695 -0.1 0.0 -0.1 0.36
H -2.0490 5.1989 4.3982 0.0 -0.1 0.1 0.38
H -2.8518 3.9910 5.4303 0.2 0.1 0.0 0.38
H 0.2720 4.1620 3.2838 0.0 0.3 0.2 0.54
H 0.8962 2.3409 1.7313 0.0 0.0 0.0 0.74
H -2.5206 0.1482 2.7929 -0.4 -0.6 -0.1 0.38
H -3.2440 1.8877 4.3552 -0.1 0.2 0.2 0.41
```
Positions in Å, forces in eV/Å.

As for the energy relative to the best compared isomer or geometry (same formula, charge and spin): 322.6 kJ/mol. Its net charge is +3. The calculation puts the frontier orbital gap (spin up / spin down) at 2.80 / 3.71 eV. The spin multiplicity is 1. For the LUMO energy (spin up / spin down), the calculation gives -0.44827 / -0.41467 Ha.

---

[2]
ORCA calculation (ωB97M-V/def2-TZVPD) on an isolated molecule of C3H7NOS in a non-equilibrium geometry.

Structure (XYZ):
```
13
Properties=species:S:1:pos:R:3:forces:R:3:mulliken_charge:R:1
N -0.5840 1.3583 -0.0978 0.3 0.2 0.5 -0.66
C 0.3949 0.2684 -0.2018 -0.4 -0.1 -0.2 0.24
C 1.4053 0.4576 0.9645 -1.2 0.3 -0.4 -0.08
O 1.6762 1.5678 1.3172 0.6 0.4 0.3 -0.47
C -0.3224 -1.0813 -0.0610 -0.3 0.5 0.1 -0.80
S -1.0666 -1.6403 -1.6369 0.2 -0.1 0.2 -0.25
H -0.1142 2.1019 0.4168 -0.3 0.1 -0.3 0.22
H -0.9088 1.7171 -0.9892 0.2 -0.2 0.1 0.24
H 0.8882 0.3749 -1.1802 0.5 -0.5 0.3 0.36
H 1.7257 -0.3929 1.5867 0.2 -0.4 -0.4 0.31
H -1.1763 -0.8543 0.5739 0.1 -0.2 0.3 0.38
H 0.3177 -1.8161 0.4338 -0.1 -0.2 -0.4 0.38
H -2.2358 -2.0611 -1.1260 0.2 0.1 0.0 0.14
```
Positions in Å, forces in eV/Å.

As for the energy relative to the best compared isomer or geometry (same formula, charge and spin): 137.2 kJ/mol. The calculation puts the frontier orbital gap at 9.92 eV. The spin multiplicity is 1. For the LUMO energy, the calculation gives 0.02334 Ha.

---

[3]
ORCA calculation (ωB97M-V/def2-TZVPD) on an isolated molecule of C24H21NO3 in a non-equilibrium geometry.

Structure (XYZ):
```
49
Properties=species:S:1:pos:R:3:forces:R:3:mulliken_charge:R:1
O 1.1088 3.3885 -0.2333 -0.4 -0.8 -0.2 -0.66
C 1.2478 2.1711 -0.1178 0.5 2.6 0.5 0.01
C 0.1006 1.3409 0.2693 -0.4 -3.3 1.7 -0.20
C 0.1813 0.3961 1.2811 -0.6 1.5 -2.0 -0.02
C -1.0323 -0.3746 1.6271 0.3 1.1 -0.4 1.34
C -2.2499 -0.0649 0.9850 2.0 0.1 -0.1 -0.26
C -3.3919 -0.7487 1.3409 -1.7 -1.0 1.1 -0.49
C -3.3569 -1.7123 2.3523 -1.2 0.8 -1.7 -0.94
C -2.1686 -2.0504 2.9793 0.5 -0.1 0.2 0.98
C -2.1278 -3.0765 3.9176 1.6 -0.7 1.3 -0.75
C -0.9485 -3.4025 4.6060 -2.8 -1.0 0.0 -0.55
C 0.2018 -2.7131 4.3494 0.3 1.7 -1.8 -0.92
C 0.2031 -1.7225 3.3504 0.0 -0.7 0.8 -0.63
C -0.9878 -1.3654 2.6430 1.0 -0.1 0.3 0.62
O -2.3746 0.8677 -0.0149 0.9 0.1 1.0 -0.50
C -1.1815 1.5363 -0.4994 0.1 0.2 -1.6 -0.47
N -0.9742 1.1788 -1.9368 1.0 -0.2 0.6 0.40
C -1.7482 1.9128 -2.9321 -1.5 0.5 0.4 -0.58
C -1.5468 1.4790 -4.3912 0.6 -1.0 0.9 -0.65
O -1.6065 0.0224 -4.5382 0.9 1.0 0.5 -0.41
C -0.6513 -0.5961 -3.6294 -1.2 0.8 0.1 -1.00
C -1.0514 -0.2687 -2.1942 -0.8 -0.3 0.2 -0.43
C 2.6166 1.6207 -0.2362 0.2 -1.2 -0.2 0.39
C 2.7180 0.2933 -0.6678 1.5 -0.3 0.2 -0.09
C 4.0076 -0.2894 -0.7942 -0.9 -0.4 -0.8 -0.67
C 5.1662 0.4450 -0.5668 -0.8 0.4 0.2 -0.50
C 5.0397 1.7731 -0.1990 -0.8 0.4 0.4 -0.41
C 3.7818 2.3723 -0.0120 0.5 -0.2 -0.5 -0.57
H 1.1409 0.2692 1.7975 -0.6 -0.1 -0.2 0.45
H -4.3402 -0.4682 0.8638 0.5 -0.2 0.2 0.44
H -4.2590 -2.2739 2.6181 0.2 0.4 -0.1 0.35
H -3.0241 -3.6156 4.1194 -0.6 -0.3 0.2 0.41
H -0.9667 -4.2242 5.3406 0.0 0.5 -0.4 0.34
H 1.0784 -2.9720 4.8927 0.7 0.1 0.2 0.43
H 1.1551 -1.2485 3.1461 -0.2 0.1 -0.1 0.25
H -1.3334 2.6129 -0.4309 -0.6 0.1 -0.4 0.52
H -2.8284 1.7479 -2.7007 0.3 0.2 -0.2 0.34
H -1.5645 3.0146 -2.8911 0.0 -0.8 0.2 0.36
H -2.3358 1.9271 -4.9863 -0.1 -0.2 -0.1 0.35
H -0.5923 1.8914 -4.7416 0.1 -0.4 -0.1 0.34
H 0.3376 -0.2301 -3.7950 0.9 0.5 -0.4 0.41
H -0.6307 -1.6620 -3.8263 -0.4 -0.1 0.0 0.40
H -2.1167 -0.5956 -2.0974 0.6 0.0 0.1 0.24
H -0.4399 -0.8481 -1.4711 -0.2 0.5 -0.3 0.45
H 1.8117 -0.2744 -0.9155 0.6 0.2 0.2 0.32
H 4.0525 -1.3065 -1.1980 0.1 0.3 0.3 0.36
H 6.1848 0.1023 -0.6446 -0.1 -0.7 -0.2 0.39
H 5.9628 2.3059 -0.0323 -0.1 0.4 0.1 0.37
H 3.7326 3.4348 0.2142 -0.2 -0.3 0.2 0.44
```
Positions in Å, forces in eV/Å.

As for the energy relative to the best compared isomer or geometry (same formula, charge and spin): 196.1 kJ/mol. The calculation puts the frontier orbital gap at 7.40 eV. The spin multiplicity is 1. For the LUMO energy, the calculation gives -0.01346 Ha.

---

Please write out number 2 again, unchanged.
ORCA calculation (ωB97M-V/def2-TZVPD) on an isolated molecule of C3H7NOS in a non-equilibrium geometry.

Structure (XYZ):
```
13
Properties=species:S:1:pos:R:3:forces:R:3:mulliken_charge:R:1
N -0.5840 1.3583 -0.0978 0.3 0.2 0.5 -0.66
C 0.3949 0.2684 -0.2018 -0.4 -0.1 -0.2 0.24
C 1.4053 0.4576 0.9645 -1.2 0.3 -0.4 -0.08
O 1.6762 1.5678 1.3172 0.6 0.4 0.3 -0.47
C -0.3224 -1.0813 -0.0610 -0.3 0.5 0.1 -0.80
S -1.0666 -1.6403 -1.6369 0.2 -0.1 0.2 -0.25
H -0.1142 2.1019 0.4168 -0.3 0.1 -0.3 0.22
H -0.9088 1.7171 -0.9892 0.2 -0.2 0.1 0.24
H 0.8882 0.3749 -1.1802 0.5 -0.5 0.3 0.36
H 1.7257 -0.3929 1.5867 0.2 -0.4 -0.4 0.31
H -1.1763 -0.8543 0.5739 0.1 -0.2 0.3 0.38
H 0.3177 -1.8161 0.4338 -0.1 -0.2 -0.4 0.38
H -2.2358 -2.0611 -1.1260 0.2 0.1 0.0 0.14
```
Positions in Å, forces in eV/Å.

As for the energy relative to the best compared isomer or geometry (same formula, charge and spin): 137.2 kJ/mol. The calculation puts the frontier orbital gap at 9.92 eV. The spin multiplicity is 1. For the LUMO energy, the calculation gives 0.02334 Ha.

---

The highest energy relative to the best compared isomer or geometry (same formula, charge and spin) belongs to which entry? C23H44LaNP3Se

---

Number 2 is which compound? C3H7NOS